Formula: C3H5NO2
Source: the OMol25 dataset
Level of theory: ωB97M-V with the def2-TZVPD basis set

Last column: Mulliken charge in e.
Atoms and positions in Å:
1 C -0.382 -1.408 0.260  -0.95
2 C 0.057 -0.182 0.017  0.54
3 C -0.862 0.989 -0.233  -0.93
4 N 1.493 0.052 0.072  0.87
5 O 2.257 -0.843 -0.241  -0.55
6 O 1.810 1.194 0.320  -0.55
7 H 0.372 -2.137 0.299  0.37
8 H -1.405 -1.576 0.133  0.32
9 H -0.482 2.042 0.228  0.28
10 H -1.696 0.684 0.391  0.34
11 H -1.163 1.185 -1.244  0.27

The energy relative to the best compared isomer or geometry (same formula, charge and spin) comes out at 104.0 kcal/mol. For the strongest force on any atom, the calculation gives 0.068 hartree/bohr. For the LUMO energy, the calculation gives -0.314 eV. As for the charge: 0. Its structure (SMILES) is C=C(C)[N+](=O)[O-].


Formula: C3H5NO2
Source: the OMol25 dataset
Level of theory: ωB97M-V with the def2-TZVPD basis set

Last column: Mulliken charge in e.
Atoms and positions in Å:
1 O -0.310 1.926 -0.930  -0.45
2 C -1.140 1.065 -0.818  0.08
3 C -0.770 -0.268 -0.269  -0.45
4 N 0.676 -0.433 -0.063  -0.11
5 C 1.328 -0.502 1.105  0.10
6 O 0.914 -0.392 2.224  -0.52
7 H -2.213 1.174 -1.107  0.32
8 H -1.421 -0.401 0.620  0.31
9 H -1.104 -1.018 -0.983  0.30
10 H 1.594 -0.383 -0.584  0.26
11 H 2.447 -0.767 0.805  0.17

The energy relative to the best compared isomer or geometry (same formula, charge and spin) comes out at 45.3 kcal/mol. For the strongest force on any atom, the calculation gives 0.068 hartree/bohr. For the LUMO energy, the calculation gives 0.777 eV. As for the charge: 0. Its structure (SMILES) is O=CCNC=O.


Formula: C3H5NO2S
Source: the OMol25 dataset
Level of theory: ωB97M-V with the def2-TZVPD basis set

Last column: Mulliken charge in e.
Atoms and positions in Å:
1 O 1.625 -1.654 1.082  -0.75
2 C 1.725 -0.411 1.147  0.47
3 O 2.591 0.298 1.748  -0.83
4 N 0.811 0.380 0.360  -0.15
5 C -0.560 -0.152 0.212  -0.44
6 C -1.041 0.211 -1.260  -0.65
7 S -2.923 0.351 -1.370  -0.83
8 H 0.874 1.379 0.381  0.22
9 H -0.435 -1.231 0.197  0.26
10 H -1.348 0.227 0.888  0.25
11 H -0.682 1.210 -1.497  0.19
12 H -0.639 -0.608 -1.887  0.25

The energy relative to the best compared isomer or geometry (same formula, charge and spin) comes out at 8.9 kcal/mol. For the strongest force on any atom, the calculation gives 0.052 hartree/bohr. For the LUMO energy, the calculation gives 6.153 eV. As for the charge: -2. Its structure (SMILES) is O=C([O-])NCC[S-].


Formula: C3H5NO2S
Source: the OMol25 dataset
Level of theory: ωB97M-V with the def2-TZVPD basis set

Last column: Mulliken charge in e.
Atoms and positions in Å:
1 C -1.380 -0.631 1.720  -0.76
2 S -0.170 -1.889 1.250  -0.07
3 C 0.677 -1.202 -0.100  0.07
4 N 0.486 0.012 -0.416  -0.33
5 O 1.421 0.525 -1.376  -0.19
6 C 0.996 1.694 -1.949  0.30
7 O 1.533 2.200 -2.878  -0.43
8 H -1.350 -0.531 2.780  0.31
9 H -2.427 -0.877 1.524  0.30
10 H -1.352 0.424 1.341  0.27
11 H 1.589 -1.825 -0.464  0.28
12 H -0.026 2.100 -1.432  0.26

The energy relative to the best compared isomer or geometry (same formula, charge and spin) comes out at 60.9 kcal/mol. For the strongest force on any atom, the calculation gives 0.059 hartree/bohr. For the LUMO energy, the calculation gives 0.647 eV. As for the charge: 0. Its structure (SMILES) is CS/C=N/OC=O.


Formula: C3H5NO2S
Source: the OMol25 dataset
Level of theory: ωB97M-V with the def2-TZVPD basis set

Last column: Mulliken charge in e.
Atoms and positions in Å:
1 C -0.510 0.729 -1.339  -0.32
2 C 1.412 0.255 -0.211  0.02
3 C 1.704 -0.489 -1.442  0.20
4 N 1.778 -1.021 -2.453  -0.33
5 O 0.031 0.548 -0.145  -0.09
6 O -1.875 0.826 -1.318  -0.33
7 S -0.701 -0.851 2.919  -0.30
8 H 1.665 -0.454 0.742  0.20
9 H 1.857 1.321 -0.096  0.27
10 H -1.723 -1.259 3.694  0.14
11 H -2.350 1.113 -2.065  0.40
12 H -1.290 -0.717 1.714  0.15

The energy relative to the best compared isomer or geometry (same formula, charge and spin) comes out at 90.6 kcal/mol. For the strongest force on any atom, the calculation gives 0.105 hartree/bohr. For the LUMO energy, the calculation gives 0.645 eV. As for the charge: 0.


Formula: C3H5NO2S
Source: the OMol25 dataset
Level of theory: ωB97M-V with the def2-TZVPD basis set

Last column: Mulliken charge in e.
Atoms and positions in Å:
1 C 1.107 1.529 0.206  -1.27
2 C -0.026 0.617 -0.141  0.92
3 O -1.122 1.031 -0.506  -0.63
4 C 0.211 -0.902 -0.077  0.12
5 S 1.726 -1.546 -0.193  -0.35
6 N -0.889 -1.647 -0.026  -0.05
7 O -2.177 -1.240 0.158  -0.41
8 H 1.915 1.397 -0.484  0.36
9 H 1.523 1.252 1.191  0.34
10 H 0.757 2.532 0.189  0.36
11 H -0.783 -2.664 -0.003  0.22
12 H -2.240 -0.358 -0.316  0.41

The energy relative to the best compared isomer or geometry (same formula, charge and spin) comes out at 46.9 kcal/mol. For the strongest force on any atom, the calculation gives 0.025 hartree/bohr. For the LUMO energy, the calculation gives -0.666 eV. As for the charge: 0. Its structure (SMILES) is CC(=O)C(=S)NO.


Formula: C3H5NO2S
Source: the OMol25 dataset
Level of theory: ωB97M-V with the def2-TZVPD basis set

Last column: Mulliken charge in e.
Atoms and positions in Å:
1 C -0.731 -1.512 0.341  -0.49
2 O -0.574 -0.597 -0.741  -0.25
3 N 0.171 0.484 -0.362  0.30
4 C 1.557 0.361 -0.493  0.07
5 O 2.119 -0.641 -0.801  -0.44
6 C -0.469 1.631 0.037  -0.10
7 S -2.050 1.850 0.233  -0.24
8 H -1.341 -2.313 -0.051  0.26
9 H 0.246 -1.951 0.648  0.23
10 H -1.266 -1.038 1.215  0.23
11 H 2.073 1.313 -0.260  0.24
12 H 0.264 2.414 0.234  0.19

The energy relative to the best compared isomer or geometry (same formula, charge and spin) comes out at 56.6 kcal/mol. For the strongest force on any atom, the calculation gives 0.024 hartree/bohr. For the LUMO energy, the calculation gives -0.182 eV. As for the charge: 0. Its structure (SMILES) is CON(C=O)C=S.


Formula: C3H5NO2S
Source: the OMol25 dataset
Level of theory: ωB97M-V with the def2-TZVPD basis set

Last column: Mulliken charge in e.
Atoms and positions in Å:
1 C 2.545 -0.824 0.125  -0.60
2 O 1.838 0.443 -0.144  -0.36
3 C 0.550 0.341 -0.092  0.50
4 C -0.091 1.632 -0.074  0.25
5 O -1.317 1.542 0.180  -0.49
6 N -0.100 -0.753 -0.083  -0.44
7 S -1.773 -0.898 -0.033  -0.09
8 H 3.590 -0.634 0.678  0.25
9 H 2.039 -1.387 1.021  0.29
10 H 2.721 -1.513 -0.945  0.24
11 H 0.372 2.722 0.010  0.30
12 H -1.848 -2.316 0.309  0.14

The energy relative to the best compared isomer or geometry (same formula, charge and spin) comes out at 81.6 kcal/mol. For the strongest force on any atom, the calculation gives 0.105 hartree/bohr. For the LUMO energy, the calculation gives -0.301 eV. As for the charge: 0. Its structure (SMILES) is CO/C(C=O)=N/S.


How do the records compare in Kohn-Sham gap? In the order shown, they have 10.4, 10.9, 5.8, 10.0, 9.8, 8.1, 8.9, 8.3 eV.